An isolated ion of composition C2H8N4 and charge +2 in a non-equilibrium geometry. Source: OMol25; level of theory: ωB97M-V/def2-TZVPD.

Structure (XYZ):
```
14
Properties=species:S:1:pos:R:3:forces:R:3:mulliken_charge:R:1
C -2.19518 -1.80599 -0.25331 2.245 1.342 0.106 -0.054
N -1.01157 -1.31752 -0.41124 -3.234 -1.156 -0.607 -0.098
C 0.15683 -1.12952 -0.81984 2.082 0.507 -0.352 0.069
N 1.00546 -0.26383 -0.21093 -0.877 2.043 0.882 -0.026
N 0.47017 0.70082 0.63346 -0.432 -1.688 5.674 -0.496
N 0.96300 2.06182 0.46899 -2.939 -1.016 -4.128 -0.239
H -3.17966 -1.44658 -0.47538 -0.046 1.393 -1.225 0.302
H -2.35840 -2.63320 0.35274 0.644 -1.967 1.252 0.302
H 0.70089 -1.59717 -1.66001 -1.061 -0.485 0.199 0.404
H 1.95830 -0.06654 -0.38752 1.139 -1.149 -1.054 0.231
H 0.66119 0.37622 1.84142 -0.526 1.494 -4.608 0.392
H 0.18537 2.60214 0.88215 1.257 0.515 1.400 0.400
H 0.68176 2.37838 -0.55495 1.296 -0.956 1.654 0.430
H 1.96186 2.14097 0.59443 0.451 1.122 0.807 0.383
```
Forces are in eV/Å.

As for the HOMO energy: -19.3 eV. As for the charge: +2. The structure (SMILES) is C=N/C=[NH+]\N[NH3+]. The calculation puts the lowest unoccupied orbital energy at -8.9 eV. Its spin multiplicity is 1.